The following is a quantum chemistry calculation of a molecular structure, C23H37MgN8O4S, from the Open Molecules 2025 dataset.

## Properties
- Kohn-Sham gap (eV) = 5.7
- charge = -1
- energy relative to the best compared isomer or geometry (same formula, charge and spin) (kJ/mol) = 145.2
- E_LUMO (eV) = 2.105
- calculated total energy (hartree) = -2236.00231

Positions of all 74 atoms, in Å:
S -1.83 -2.11 -4.09
Mg 0.15 -0.75 0.04
O -2.64 4.43 -3.76
O 1.15 -0.57 1.75
O -3.84 0.19 -0.66
O -1.54 0.14 -0.35
N -3.44 -2.47 0.31
N -2.75 1.63 0.87
N -1.20 -2.40 0.72
N 1.96 0.01 -0.40
N -1.46 1.92 1.49
N -0.67 -1.90 -1.85
N 3.36 -1.21 1.38
N 2.67 1.16 1.61
C 2.93 0.43 -1.42
C 4.31 0.98 -0.81
C 3.26 -0.69 -2.44
C -2.73 0.53 -0.09
C -1.83 -2.20 1.91
C -4.46 3.14 -3.03
C 3.14 -1.73 2.72
C -1.89 -2.46 -1.53
C -2.27 -1.50 4.14
C -3.23 -2.23 1.71
C 2.11 1.52 -2.21
C -2.13 2.16 -3.07
C -2.68 -2.61 -2.62
C -3.06 3.34 -3.37
C -3.63 -1.49 3.86
C -2.19 -2.52 -0.14
C -1.36 -1.85 3.16
C -0.48 -1.71 -3.10
C 3.27 -2.30 0.42
C 1.79 2.28 1.34
C -4.19 -1.86 2.65
C 2.28 -0.17 1.11
C 3.49 1.23 2.80
H 1.72 2.36 -1.63
H 5.17 0.80 -1.49
H 4.01 2.16 2.86
H -0.96 1.06 1.68
H -1.00 2.38 0.71
H 4.21 0.47 2.72
H 3.79 -1.50 -1.99
H 2.41 3.18 1.16
H 2.60 -2.04 -0.42
H 4.43 0.47 0.13
H 3.00 1.05 3.76
H 2.90 -0.88 3.39
H -5.03 2.57 -3.82
H 4.03 -2.29 3.10
H -4.39 -1.23 4.56
H -4.99 4.07 -2.79
H 4.28 2.08 -0.66
H 1.25 0.97 -2.59
H -0.31 -1.82 3.28
H 2.75 1.96 -3.01
H -3.69 -3.07 -2.68
H 4.00 -0.23 -3.12
H 2.38 -1.13 -2.90
H 2.89 -3.21 0.93
H 1.17 2.03 0.51
H -1.94 -1.11 5.09
H -4.13 -1.91 -0.20
H -5.23 -1.75 2.43
H -1.60 1.81 -3.99
H 0.36 -1.17 -3.48
H -3.44 1.62 1.53
H 4.23 -2.73 0.10
H -1.42 2.59 -2.35
H 1.10 2.53 2.14
H 2.27 -2.35 2.70
H -4.48 2.58 -2.08
H -2.71 1.32 -2.62

Mulliken atomic charge list, values in e, 4 entries: S -0.20; Mg 1.12; O -0.63; O -0.89